DFT (ωB97M-V with the def2-TZVPD basis set) results for a cluster of 3 separate species, C3H3NO2S in total.

CARTESIAN COORDINATES (ANGSTROEM)
C -0.37299 0.22860 -2.21700
C 1.95783 1.12038 0.00729
C -1.75973 -0.61989 1.17597
N 0.57754 0.38066 -2.80527
O 1.73566 0.09876 0.43879
O 2.36222 2.10498 -0.37035
S -0.82043 -1.40656 2.26183
H -1.25090 0.06235 -1.63087
H -2.63215 -0.52621 1.73218
H 0.20295 -1.44307 1.40744

Forces on atoms 1 to 3 (eV/Å):
C -1.9027 -0.3865 1.2673
C 1.0644 0.0766 0.0362
C -0.3434 0.0298 0.2930

Computed properties:
Kohn-Sham gap (alpha / beta), eV: 8.2 / 9.1
Spin multiplicity: 3
HOMO level (alpha / beta), eV: -7.63 / -11.07

Mulliken atomic charge list, values in e, 6 entries: atom 1 (C): 0.146, atom 2 (C): 0.606, atom 3 (C): -0.385, atom 4 (N): -0.350, atom 5 (O): -0.306, atom 6 (O): -0.315

***

DFT (ωB97M-V with the def2-TZVPD basis set) results for an isolated molecule of C3H3NO3.

CARTESIAN COORDINATES (ANGSTROEM)
O 2.28889 0.17312 -0.39353
C 1.13580 0.04160 -0.18283
C 0.29281 1.16500 0.20000
N -0.96836 1.36496 -0.07859
O -1.23422 0.02348 -0.64800
C -0.85156 -0.97053 0.04380
O 0.61640 -1.21504 0.11053
H 1.11139 2.08220 0.44177
H -1.09545 -1.85823 -0.56643
H -1.29570 -0.80657 1.07330

Forces on atoms 1 to 3 (eV/Å):
O 1.2785 0.5546 -0.9724
C 0.2382 -3.5370 2.2773
C 0.6673 5.9593 -0.3952

Computed properties:
SMILES string: O=C1C=NOCO1
Kohn-Sham gap, eV: 10.3
HOMO level, eV: -11.12

Mulliken atomic charge list, values in e, 6 entries: atom 1 (O): -0.472, atom 2 (C): 0.589, atom 3 (C): 0.047, atom 4 (N): -0.285, atom 5 (O): -0.220, atom 6 (C): -0.199

***

DFT (ωB97M-V with the def2-TZVPD basis set) results for an isolated molecule of C3H3NO3.

CARTESIAN COORDINATES (ANGSTROEM)
H 0.00037 -1.93827 -0.05981
N -0.28807 -1.01979 0.22015
C 0.30773 0.04119 -0.14516
C 1.51483 0.12112 -1.06114
O 1.99614 1.14327 -1.46652
O -0.25332 1.14127 0.35044
C -1.44226 0.53988 1.02941
O -1.54393 0.49730 2.20610
H 1.91272 -0.87755 -1.34084
H -2.20421 0.35158 0.26738

Forces on atoms 1 to 3 (eV/Å):
H 0.5195 -0.1699 -0.4583
N 0.3614 -0.3635 -0.1594
C -0.2664 -0.5250 0.1408

Computed properties:
SMILES string: [H]/N=C(\C=O)OC=O
Kohn-Sham gap, eV: 9.9
HOMO level, eV: -10.53

Mulliken atomic charge list, values in e, 6 entries: atom 1 (H): 0.200, atom 2 (N): -0.540, atom 3 (C): 0.684, atom 4 (C): -0.060, atom 5 (O): -0.406, atom 6 (O): -0.334

***

DFT (ωB97M-V with the def2-TZVPD basis set) results for an isolated molecule of C3H3NO3.

CARTESIAN COORDINATES (ANGSTROEM)
N -2.36374 -0.16489 1.38182
C -1.58685 -0.48888 0.58352
O -0.76077 -1.01912 -0.32386
C 0.56743 -0.70882 0.04496
C 0.77019 0.85980 -0.04726
O 1.54933 1.46186 0.66989
O 0.20010 1.42473 -1.13796
H 1.25451 -1.20535 -0.64573
H 0.77354 -0.97936 1.08664
H -0.40374 0.82004 -1.61200

Forces on atoms 1 to 3 (eV/Å):
N 0.9090 -0.0506 -0.8910
C -0.4985 -1.0339 -0.2432
O -1.6977 0.5132 0.9778

Computed properties:
SMILES string: N#COCC(=O)O
Kohn-Sham gap, eV: 11.2
HOMO level, eV: -11.10

Mulliken atomic charge list, values in e, 6 entries: atom 1 (N): -0.392, atom 2 (C): 0.532, atom 3 (O): -0.413, atom 4 (C): -0.326, atom 5 (C): 0.608, atom 6 (O): -0.517